DFT (ωB97M-V/def2-TZVPD) results for an isolated molecule of C3H7N3O.

ΔE to the lowest compared entry with this formula, charge and spin in kJ/mol: 324.24
2S+1: 1
HOMO-LUMO gap in eV: 7.7
Net charge: 0

Each line ends with the natural charge from an NBO analysis.
Geometry (Å):
1 C -0.943 2.147 -0.264  -0.735
2 N -1.555 0.773 -0.090  -0.590
3 C -0.784 -0.533 -0.130  0.780
4 O -1.357 -1.562 -0.391  -0.578
5 N 0.517 -0.342 0.154  -0.644
6 C 1.441 -1.388 0.179  0.271
7 N 2.653 -1.150 0.446  -0.631
8 H -0.318 2.076 -1.163  0.150
9 H -0.310 2.304 0.620  0.140
10 H -2.290 0.638 -0.789  0.430
11 H -2.056 0.778 0.801  0.429
12 H 0.827 0.626 0.257  0.442
13 H 0.983 -2.354 -0.050  0.185
14 H 3.192 -2.013 0.420  0.352